{"formula": "C6H7Br6F3O2", "method": "the ωB97M-V functional and the def2-TZVPD basis", "symbols": ["C", "C", "O", "C", "O", "C", "F", "F", "F", "H", "H", "H", "H", "H", "C", "Br", "Br", "Br", "H", "C", "Br", "Br", "Br", "H"], "coordinates": [[-0.104, 0.448, 1.665], [0.807, -0.571, 1.120], [0.781, -0.274, -0.236], [1.714, -0.957, -1.058], [2.550, -1.698, -0.590], [1.783, -0.510, -2.454], [0.742, 0.251, -2.772], [2.844, 0.238, -2.686], [1.842, -1.433, -3.377], [-1.123, 0.279, 1.316], [0.175, 1.461, 1.374], [-0.236, 0.205, 2.719], [0.415, -1.585, 1.205], [1.832, -0.459, 1.474], [-4.097, -0.710, 9.209], [-3.981, -0.805, 7.147], [-3.041, -2.266, 10.002], [-6.012, -0.661, 9.711], [-3.608, 0.218, 9.507], [1.535, 1.699, -8.561], [1.092, 3.509, -7.953], [1.746, 1.669, -10.597], [-0.057, 0.641, -8.144], [2.400, 1.312, -8.022]], "nbo_charge": [-0.625, -0.076, -0.491, 0.674, -0.510, 0.890, -0.308, -0.300, -0.292, 0.215, 0.226, 0.217, 0.188, 0.192, -0.409, 0.031, 0.065, 0.098, 0.215, -0.437, 0.083, 0.046, 0.079, 0.229], "relative_energy_ev": 1.544, "total_energy_ha": -16126.92392, "spin_multiplicity": 1, "e_homo_ev": -10.207, "fmax_ev_per_a": 5.501}

{"formula": "C28H28AuFN2O5PS", "method": "the ωB97M-V functional and the def2-TZVPD basis", "symbols": ["Au", "C", "C", "C", "C", "C", "C", "P", "C", "C", "C", "C", "C", "C", "C", "C", "C", "C", "C", "C", "H", "H", "H", "H", "H", "H", "H", "H", "H", "H", "H", "H", "H", "H", "C", "C", "S", "O", "C", "C", "H", "H", "H", "H", "H", "H", "H", "H", "H", "H", "F", "C", "C", "N", "C", "C", "O", "O", "C", "O", "N", "C", "O", "H", "H", "H", "H"], "coordinates": [[-1.921, 0.203, -0.998], [5.230, 2.560, 1.030], [4.107, 3.238, 1.472], [2.841, 2.792, 1.121], [2.696, 1.668, 0.300], [3.838, 0.977, -0.123], [5.095, 1.426, 0.237], [1.037, 1.230, -0.192], [-0.118, 2.363, 0.543], [-0.524, 2.227, 1.868], [-1.400, 3.150, 2.411], [-1.855, 4.211, 1.637], [-1.438, 4.355, 0.322], [-0.565, 3.432, -0.231], [0.818, 1.023, -1.924], [1.858, 1.308, -2.820], [1.660, 1.089, -4.168], [0.434, 0.578, -4.594], [-0.589, 0.320, -3.694], [-0.447, 0.548, -2.318], [6.216, 2.915, 1.299], [4.210, 4.115, 2.097], [1.972, 3.329, 1.473], [3.759, 0.103, -0.751], [5.973, 0.894, -0.105], [-0.185, 1.392, 2.468], [-1.742, 3.034, 3.430], [-2.548, 4.925, 2.061], [-1.808, 5.172, -0.281], [-0.263, 3.521, -1.267], [2.799, 1.718, -2.478], [2.443, 1.312, -4.879], [0.276, 0.389, -5.648], [-1.528, -0.066, -4.068], [2.674, -1.864, 2.220], [1.163, -1.968, 2.268], [0.267, -1.677, 0.746], [0.619, -0.144, 0.533], [1.120, -2.645, -0.512], [2.341, -2.039, -1.169], [3.059, -1.938, 3.236], [2.997, -0.905, 1.809], [3.117, -2.670, 1.638], [0.709, -1.247, 2.950], [0.802, -2.955, 2.574], [0.331, -2.841, -1.235], [1.311, -3.585, 0.014], [2.109, -1.037, -1.532], [2.581, -2.642, -2.045], [3.214, -2.003, -0.521], [-3.026, -3.849, -2.285], [-3.357, -3.524, -1.030], [-4.464, -2.835, -0.744], [-4.812, -2.472, 0.538], [-5.503, -1.192, 0.689], [-4.560, -0.032, 0.336], [-5.024, 1.052, 0.057], [-3.304, -0.366, 0.407], [-4.027, -2.854, 1.609], [-4.213, -2.515, 2.751], [-2.968, -3.696, 1.275], [-2.436, -3.903, 0.021], [-1.309, -4.354, -0.129], [-5.130, -2.500, -1.529], [-5.827, -1.102, 1.723], [-6.378, -1.158, 0.044], [-2.407, -3.991, 2.061]], "nbo_charge": [0.504, -0.150, -0.221, -0.087, -0.516, -0.177, -0.195, 1.998, -0.486, -0.117, -0.214, -0.140, -0.196, -0.159, -0.588, -0.176, -0.234, -0.168, -0.186, -0.288, 0.236, 0.237, 0.230, 0.226, 0.234, 0.205, 0.234, 0.234, 0.236, 0.235, 0.225, 0.231, 0.229, 0.220, -0.632, -0.583, 1.343, -1.016, -0.590, -0.625, 0.253, 0.226, 0.224, 0.260, 0.263, 0.291, 0.272, 0.224, 0.258, 0.215, -0.297, 0.216, 0.028, -0.409, -0.340, 0.771, -0.623, -0.860, 0.809, -0.601, -0.626, 0.612, -0.645, 0.239, 0.267, 0.234, 0.424], "relative_energy_ev": 0.000, "total_energy_ha": -2544.37768, "spin_multiplicity": 1, "e_homo_ev": -10.834, "total_charge": 1, "fmax_ev_per_a": 1.233}

{"formula": "C44H75F12MgN3O28", "method": "the ωB97M-V functional and the def2-TZVPD basis", "symbols": ["Mg", "C", "C", "O", "H", "H", "H", "H", "H", "C", "C", "O", "H", "H", "H", "H", "H", "C", "C", "O", "C", "O", "C", "F", "F", "F", "H", "H", "H", "H", "H", "C", "C", "O", "C", "O", "C", "F", "F", "F", "H", "H", "H", "H", "H", "C", "C", "O", "C", "O", "C", "F", "F", "F", "H", "H", "H", "H", "H", "C", "C", "O", "C", "O", "C", "F", "F", "F", "H", "H", "H", "H", "H", "C", "O", "C", "O", "O", "C", "H", "H", "H", "H", "H", "H", "C", "O", "C", "O", "O", "C", "H", "H", "H", "H", "H", "H", "C", "O", "C", "O", "O", "C", "H", "H", "H", "H", "H", "H", "C", "O", "C", "O", "O", "C", "H", "H", "H", "H", "H", "H", "C", "O", "C", "O", "O", "C", "H", "H", "H", "H", "H", "H", "C", "O", "C", "O", "O", "C", "H", "H", "H", "H", "H", "H", "C", "C", "N", "H", "H", "H", "C", "C", "N", "H", "H", "H", "C", "C", "N", "H", "H", "H"], "coordinates": [[4.980, 9.534, 21.123], [5.857, 10.357, 17.179], [6.580, 10.847, 18.506], [6.034, 10.509, 19.755], [6.147, 9.341, 16.912], [6.143, 11.006, 16.351], [4.777, 10.498, 17.179], [6.726, 11.917, 18.352], [7.585, 10.426, 18.471], [3.819, 7.778, 24.832], [3.467, 7.615, 23.414], [4.065, 8.541, 22.572], [3.283, 7.026, 25.412], [3.460, 8.745, 25.185], [4.879, 7.611, 25.023], [2.379, 7.565, 23.360], [3.787, 6.662, 22.992], [0.602, 12.628, 27.465], [-0.352, 13.340, 26.483], [-1.249, 12.523, 25.692], [-1.406, 12.654, 24.388], [-0.609, 13.274, 23.634], [-2.687, 11.987, 23.808], [-3.245, 12.741, 22.798], [-2.427, 10.752, 23.275], [-3.653, 11.902, 24.743], [0.082, 12.164, 28.302], [1.470, 13.214, 27.767], [1.045, 11.762, 26.973], [0.283, 13.936, 25.827], [-0.935, 14.047, 27.073], [6.591, 2.900, 26.157], [6.240, 4.345, 26.509], [7.330, 5.270, 26.184], [7.515, 6.494, 26.784], [6.816, 6.898, 27.729], [8.625, 7.406, 26.151], [7.976, 8.530, 25.936], [9.567, 7.469, 27.071], [8.999, 6.992, 24.970], [5.787, 2.167, 26.217], [7.368, 2.569, 26.846], [7.094, 2.732, 25.204], [6.056, 4.372, 27.583], [5.329, 4.764, 26.081], [1.728, 7.013, 28.834], [0.914, 7.649, 30.032], [1.620, 8.597, 30.788], [1.690, 9.919, 30.432], [0.969, 10.475, 29.634], [2.746, 10.685, 31.236], [3.015, 11.895, 30.717], [2.344, 10.775, 32.471], [3.924, 10.074, 31.212], [1.107, 6.253, 28.360], [2.711, 6.667, 29.154], [1.881, 7.910, 28.235], [0.682, 6.804, 30.681], [-0.043, 7.993, 29.641], [11.415, 11.109, 29.618], [10.483, 11.659, 28.561], [9.115, 11.383, 28.880], [8.078, 12.207, 28.841], [8.157, 13.345, 28.302], [6.690, 11.605, 29.206], [5.945, 12.464, 29.835], [6.103, 11.257, 28.115], [6.873, 10.511, 29.970], [12.441, 11.163, 29.255], [11.171, 10.070, 29.839], [11.432, 11.670, 30.553], [10.692, 11.261, 27.569], [10.693, 12.711, 28.366], [0.670, 9.607, 21.609], [1.106, 10.976, 21.461], [2.363, 11.356, 21.136], [3.311, 10.646, 20.732], [2.467, 12.701, 21.156], [3.662, 13.391, 20.751], [0.731, 9.378, 22.673], [1.273, 8.855, 21.100], [-0.376, 9.610, 21.300], [4.428, 13.196, 21.501], [3.587, 14.477, 20.810], [3.876, 13.177, 19.704], [2.314, 7.421, 17.884], [3.476, 6.701, 18.272], [4.471, 7.230, 19.064], [4.414, 8.277, 19.718], [5.522, 6.438, 19.172], [5.623, 5.222, 18.409], [2.588, 8.360, 17.402], [1.704, 7.634, 18.761], [1.770, 6.906, 17.092], [5.457, 5.421, 17.351], [4.803, 4.635, 18.823], [6.461, 4.553, 18.605], [6.680, 5.826, 22.245], [7.823, 6.606, 22.014], [7.756, 7.927, 21.833], [6.741, 8.615, 21.843], [9.061, 8.468, 21.841], [9.299, 9.807, 21.534], [6.646, 4.755, 22.046], [5.895, 6.163, 21.569], [6.140, 6.100, 23.152], [9.543, 10.373, 22.433], [8.555, 10.264, 20.882], [10.224, 9.817, 20.956], [0.267, 1.433, 18.644], [0.660, 2.764, 18.809], [1.547, 3.082, 19.764], [1.914, 2.298, 20.646], [1.780, 4.406, 19.634], [2.329, 5.058, 20.779], [-0.319, 1.324, 17.732], [-0.273, 1.204, 19.563], [1.119, 0.754, 18.635], [2.183, 6.104, 20.508], [3.392, 4.934, 20.984], [1.655, 4.987, 21.633], [5.197, 1.952, 21.094], [5.905, 0.711, 21.007], [6.669, 0.325, 21.984], [6.892, 0.948, 23.046], [7.169, -0.853, 21.536], [8.235, -1.390, 22.334], [5.926, 2.746, 21.256], [4.495, 1.948, 21.928], [4.630, 2.082, 20.172], [8.495, -2.381, 21.964], [7.908, -1.365, 23.373], [9.112, -0.752, 22.443], [7.871, 11.792, 25.242], [7.228, 11.477, 23.981], [5.905, 11.450, 23.668], [5.505, 11.114, 22.555], [5.109, 11.775, 24.773], [3.660, 11.752, 24.636], [7.631, 12.798, 25.586], [8.949, 11.634, 25.194], [7.465, 11.173, 26.042], [3.507, 10.841, 24.058], [3.309, 12.592, 24.037], [3.194, 11.748, 25.622], [1.418, 3.967, 25.408], [2.079, 3.696, 26.738], [2.651, 3.514, 27.755], [0.794, 4.837, 25.612], [0.979, 3.073, 24.966], [2.182, 4.359, 24.737], [-1.162, 5.766, 23.011], [-1.132, 7.071, 23.721], [-1.065, 8.068, 24.290], [-0.244, 5.469, 22.505], [-1.946, 5.863, 22.260], [-1.509, 5.058, 23.764], [-1.383, 9.282, 27.529], [-1.974, 7.990, 27.867], [-2.404, 6.945, 28.136], [-0.428, 9.301, 27.005], [-1.373, 9.915, 28.417], [-1.990, 9.672, 26.712]], "mulliken_charge": [1.800, -1.025, -0.695, -0.544, 0.155, 0.443, 0.143, 0.338, 0.266, -0.546, 0.478, 0.226, 0.325, -0.015, -0.071, -0.148, -0.467, -0.827, -0.381, -0.202, 0.586, -0.587, 0.704, -0.263, -0.173, -0.247, 0.306, 0.501, 0.041, 0.326, 0.275, -1.316, 0.116, -0.260, 0.428, -0.632, 0.908, -0.191, -0.256, -0.213, 0.377, 0.342, 0.318, 0.334, 0.077, -0.703, -0.340, -0.299, 0.209, -0.461, 0.966, -0.236, -0.253, -0.266, 0.251, 0.382, 0.097, 0.349, 0.201, -1.263, -0.227, -0.204, 0.346, -0.624, 1.049, -0.256, -0.219, -0.271, 0.401, 0.303, 0.334, 0.271, 0.371, -0.250, -0.471, 0.539, -0.220, -0.420, -0.417, 0.160, -0.011, 0.352, 0.030, 0.300, 0.282, -0.558, -0.361, 0.627, 0.011, -0.049, -0.659, 0.303, 0.121, 0.268, 0.339, 0.048, 0.274, 0.405, -0.387, 0.108, -0.064, -0.386, -0.400, 0.154, -0.443, -0.020, 0.154, 0.075, 0.334, -0.664, -0.340, 0.772, -0.591, -0.187, -0.174, 0.235, 0.291, 0.297, -0.244, 0.303, 0.110, -0.178, -0.340, 0.734, -0.584, -0.335, -0.651, 0.003, 0.341, 0.163, 0.233, 0.301, 0.302, -0.645, -0.190, 0.230, -0.494, -0.404, 0.170, 0.370, 0.299, 0.152, -0.277, 0.274, 0.011, -0.176, 0.120, -0.505, 0.149, 0.439, 0.003, -0.570, 0.300, -0.204, -0.087, 0.425, 0.347, -0.291, 0.033, -0.573, 0.173, 0.319, 0.371], "total_energy_ha": -5390.99284, "spin_multiplicity": 1, "e_homo_ev": -6.811, "fmax_ev_per_a": 5.616}

One value per record, in order, for frontier orbital gap: 0.3443; 0.2647; 0.2512 Eh.